[1]
C25H27BrCrN3S6 | ωB97M-V/def2-TZVPD

Structure (XYZ):
```
63
C25H27BrCrN3S6 (ωB97M-V/def2-TZVPD)
Cr -0.1492 -0.1274 0.4577
S -3.7286 -4.4204 -3.8977
C -3.1136 -3.4652 -2.6877
S -2.0319 -4.0212 -1.4721
C -1.8247 -2.5274 -0.5738
C -2.5349 -1.4713 -1.0547
S -2.4625 0.1955 -0.5201
S -3.5352 -1.8145 -2.4539
S -0.6834 -2.5421 0.7425
Br 2.8042 -2.0168 -0.3734
C 1.6399 -1.6950 -1.8303
C 1.9701 -2.2877 -3.0378
C 1.1225 -2.0881 -4.1145
C 0.0091 -1.2840 -3.9405
C -0.2184 -0.7192 -2.6985
N 0.5747 -0.9304 -1.6340
H 2.8529 -2.9048 -3.1096
H 1.3330 -2.5553 -5.0678
H -0.6898 -1.0979 -4.7432
H -1.0546 -0.0570 -2.5127
S 1.9803 1.5385 0.3117
C 2.4950 1.4805 -1.2849
N 3.7591 1.0479 -1.5761
C 4.2745 0.9154 -2.8259
C 3.5254 1.2369 -3.9082
C 2.2053 1.7040 -3.6855
C 1.7097 1.8289 -2.4215
H 4.2949 0.7477 -0.7729
H 5.2845 0.5383 -2.8852
H 3.9291 1.1256 -4.9023
H 1.5789 1.9563 -4.5311
H 0.7003 2.1685 -2.2348
C 3.1814 -2.7776 3.2511
C 1.9844 -2.0065 3.7428
C 1.4449 -2.2542 5.0032
C 0.3368 -1.5297 5.4227
C -0.2566 -1.7679 6.7883
C -0.2418 -0.5824 4.5900
C 0.2624 -0.3073 3.3009
C 1.4150 -1.0411 2.9377
N -0.2455 0.5724 2.3761
C -1.1440 1.6561 2.8052
C -0.6035 2.4015 4.0442
C -1.1813 2.7019 1.6830
C -2.5871 1.1825 3.0452
H 3.5744 -3.4338 4.0290
H 3.9834 -2.1041 2.9392
H 2.9136 -3.3962 2.3918
H 1.8835 -3.0066 5.6495
H 0.1609 -2.6649 7.2468
H -1.3399 -1.8880 6.7308
H -0.0562 -0.9257 7.4555
H -1.1270 -0.0834 4.9505
H 1.8841 -0.8119 1.9858
H 0.4858 2.4525 3.9986
H -0.8804 1.9370 4.9873
H -0.9953 3.4217 4.0558
H -0.1952 3.1476 1.5434
H -1.8915 3.4928 1.9378
H -1.4968 2.2674 0.7353
H -2.6457 0.4129 3.8126
H -2.9938 0.7643 2.1248
H -3.2143 2.0235 3.3555
```

Calculated values
Expectation value of S² ... 6.021
HOMO level (alpha / beta) ... -0.131 / -0.136 Ha
Total energy ... -194313.038 eV
2S+1 ... 5
Charge ... -1
Strongest force on any atom ... 0.30 eV Å⁻¹
Kohn-Sham gap (alpha / beta) ... 5.19 / 5.35 eV

[2]
C6H10N2 | ωB97M-V/def2-TZVPD

Structure (XYZ):
```
18
C6H10N2 (ωB97M-V/def2-TZVPD)
C 1.0064 0.0306 -0.0068
C 0.1348 -0.7107 -0.9780
C -1.0428 -0.0732 -0.0071
C 0.0266 -0.2378 1.1532
C -0.8522 1.3283 -0.1263
C 0.4654 1.4796 -0.2918
H 2.4883 -1.3697 -0.4238
H 2.8640 -0.0625 0.7889
H 0.1074 -0.3899 -1.9888
H 0.4501 -1.8854 -0.8586
H -2.1382 -1.4696 0.3203
H -2.9160 0.0856 0.3054
H 0.0341 -1.2517 1.5796
H -0.1503 0.6630 1.7348
H -1.4514 2.3045 -0.2956
H 0.9428 2.4593 -0.5558
N 2.3312 -0.2833 -0.1086
N -2.3002 -0.6172 -0.2410
```

Calculated values
HOMO level ... -0.312 Ha
Total energy ... -9359.860 eV
2S+1 ... 1
Strongest force on any atom ... 6.28 eV Å⁻¹
Kohn-Sham gap ... 9.47 eV

[3]
C6H8N2O | ωB97M-V/def2-TZVPD

Structure (XYZ):
```
17
C6H8N2O (ωB97M-V/def2-TZVPD)
C 1.8897 -1.1644 -0.2234
C 0.7149 -1.4447 -0.7574
C 0.7614 0.9686 0.4852
C 2.0881 0.1433 0.3642
C -1.6232 0.6927 -0.8507
C -0.5147 0.2180 0.0837
N -2.5809 0.0451 0.1237
N -1.5453 -0.1140 1.0376
O 0.7193 2.1240 0.8464
H 2.8168 -1.6765 -0.4366
H 0.3205 -2.3163 -1.1699
H 2.3246 0.2572 1.3564
H 2.8306 0.6774 -0.2521
H -1.7473 1.7204 -1.0980
H -1.5267 0.0321 -1.7897
H -3.3553 0.6682 0.6024
H -1.5725 -0.8311 1.6784
```

Calculated values
HOMO level ... -0.277 Ha
Total energy ... -11373.219 eV
2S+1 ... 1
Strongest force on any atom ... 4.58 eV Å⁻¹
Kohn-Sham gap ... 8.46 eV